The following is a quantum chemistry calculation of C2Cl4F2N2 in the gas phase at a distorted geometry, from the Open Molecules 2025 dataset.

Output
total charge = 0
gap between HOMO and LUMO = 8.63 eV
E_HOMO = -9.96 eV
multiplicity = 1

XYZ file:
```
10
Properties=species:S:1:pos:R:3:forces:R:3:lowdin_charge:R:1
F 1.32106 -1.83538 0.21931 0.154 -0.619 -0.564 0.04
Cl -2.70659 -1.18528 0.26136 -0.349 -0.361 -0.079 0.59
N -1.02740 -1.16446 0.27404 0.474 -0.190 -0.264 -0.37
Cl 0.58567 2.27495 -0.69371 -1.389 -0.725 0.210 0.63
C 1.23340 -0.53935 -0.01481 -0.739 -0.105 0.229 -0.88
Cl -2.18096 1.67484 0.24711 1.493 0.542 -0.495 0.58
F 1.95671 -0.29010 -1.14877 -0.787 0.231 1.354 0.04
N -0.71806 1.06717 -0.53617 -0.163 1.408 -0.194 -0.77
Cl 1.86471 0.17831 1.49920 0.236 0.502 -0.653 0.71
C -0.32855 -0.18070 -0.10757 1.069 -0.683 0.455 -0.58
```
Forces are in eV/Å.

The following is a quantum chemistry calculation of a molecular structure, C39H37BN7O3SSn, from the Open Molecules 2025 dataset.

Output
total charge = +1
gap between HOMO and LUMO = 8.35 eV
E_HOMO = -10.61 eV
multiplicity = 1

XYZ file:
```
89
Properties=species:S:1:pos:R:3:forces:R:3:lowdin_charge:R:1
H 2.52686 1.35163 -0.04653 -0.030 -0.013 0.008 0.02
H 4.65292 -6.76126 0.64043 -0.015 -0.005 -0.003 0.11
C 0.89284 3.34388 0.95661 0.182 0.067 -0.149 -0.22
C -1.97207 4.34156 3.04380 0.068 0.008 -0.014 -0.01
C 4.07731 -2.38067 3.01859 -0.026 0.042 -0.029 -0.07
N -1.01574 2.53023 1.60284 0.030 -0.039 0.075 0.04
H -2.66304 1.11381 -6.43948 0.001 0.009 -0.001 0.11
H -3.02410 1.98939 2.47461 0.037 -0.110 -0.100 0.11
H -4.14096 -0.39082 3.54742 0.009 -0.001 -0.003 0.08
H -2.11304 3.75546 3.95219 0.018 -0.008 -0.006 0.09
H -0.70598 -1.98418 -4.55530 0.008 -0.031 0.024 0.12
H -5.12301 2.39549 1.47908 0.015 0.003 -0.015 0.08
H -6.12491 1.67700 0.21376 0.002 -0.004 0.002 0.09
H 4.39466 5.86537 -0.68053 -0.001 -0.012 0.002 0.11
C -0.81589 1.85736 -5.64187 0.028 0.025 0.067 -0.07
H -3.38801 0.88168 4.50284 0.023 -0.003 -0.002 0.08
H 3.34557 -3.98125 4.24922 0.004 0.021 0.001 0.11
H -2.22720 -2.80914 -4.48042 0.019 0.007 0.009 0.12
O -0.84042 -1.01562 -2.30767 -0.107 -0.019 0.019 -0.18
C 3.95086 -6.15746 0.07986 0.021 0.001 -0.033 -0.05
C -2.11228 1.37302 -5.54484 -0.002 -0.014 0.024 -0.07
C 3.18290 -5.32595 -2.04489 0.017 -0.015 -0.053 0.01
C 2.18823 -4.62882 -1.36523 -0.069 0.094 -0.271 -0.17
C 3.74048 -1.23253 2.31288 0.003 -0.064 0.027 -0.06
N -2.78633 1.29041 0.34230 0.119 -0.017 0.022 0.04
H 3.24173 -5.25531 -3.12353 -0.004 0.000 0.018 0.13
H -4.82655 1.64186 -2.15792 0.042 0.021 0.020 0.12
H 2.88356 -5.52701 1.83696 0.003 -0.005 0.016 0.11
C 1.16622 -3.77479 -1.98461 0.116 -0.054 0.339 -0.47
C -1.99916 -0.41152 3.49931 -0.019 0.050 -0.037 -0.25
C 1.76699 -2.67313 3.62861 0.079 -0.130 0.004 -0.06
H 2.17432 0.12264 1.76941 -0.007 0.001 0.047 0.07
H -0.19101 2.38531 -2.35686 -0.006 0.002 -0.009 0.09
C -1.70101 -1.73444 -2.81960 0.085 -0.132 -0.024 -0.57
H -3.13157 -1.49067 -1.26396 -0.015 0.001 -0.010 0.08
C -0.96216 -1.25140 3.85743 -0.002 -0.010 0.056 0.05
C -2.89868 -2.21005 -2.04682 -0.048 0.016 -0.005 0.03
H 0.66269 5.26784 2.06578 0.018 -0.033 -0.020 0.12
C 3.97878 4.87460 -0.55250 -0.010 -0.040 -0.001 -0.07
N -1.58309 -2.14678 -4.08622 -0.083 0.039 0.022 0.21
C -0.11922 2.20367 -4.48906 -0.047 -0.024 -0.036 -0.06
C 4.06731 -6.09161 -1.31474 -0.034 0.000 0.062 -0.06
H 0.88208 2.60772 -4.55893 0.000 -0.002 -0.001 0.11
H -0.35508 1.98282 -6.61282 0.004 -0.004 0.010 0.11
N -1.92270 1.23168 -0.71077 -0.242 -0.249 0.117 -0.04
C 4.11295 2.50185 -0.86240 -0.021 0.053 0.012 -0.07
H 4.84812 -6.64771 -1.81512 -0.002 0.016 0.014 0.11
C -4.04207 1.43717 -0.10786 0.008 0.018 0.073 -0.25
S 0.74243 -3.73038 0.56201 0.050 -0.014 -0.088 1.10
C -5.21924 1.54718 0.80173 0.006 0.008 -0.030 0.00
C 0.02494 -1.06629 2.88509 0.321 -0.013 0.034 -0.24
C 2.76352 4.72136 0.09675 0.014 0.076 -0.084 -0.03
C -2.64485 1.37747 -1.82744 0.126 0.141 -0.204 -0.24
H -3.71502 0.82644 -4.22982 0.024 -0.009 0.000 0.12
H -1.67646 5.34880 3.32925 -0.007 -0.005 0.011 0.09
C 2.42191 -0.80603 2.27031 0.010 0.024 -0.024 -0.05
H -3.77178 -2.35446 -2.68280 0.019 -0.006 0.013 0.09
C -0.71651 2.05511 -3.24819 0.002 0.029 0.015 -0.05
H 4.63821 1.62628 -1.22153 -0.003 0.005 -0.005 0.11
H 5.10827 -2.70557 3.06790 -0.009 -0.006 -0.015 0.11
H 0.99850 -3.24243 4.13877 0.013 0.018 -0.008 0.12
C 1.42205 -1.53217 2.91107 -0.166 -0.011 -0.032 -0.22
B -2.19058 1.52582 1.75328 -0.033 0.083 0.036 -0.50
C -2.70573 1.21522 -4.30104 -0.017 -0.052 -0.087 -0.04
C -0.91661 3.75212 2.16637 -0.122 -0.048 -0.058 -0.25
C 2.08161 -4.69851 0.00919 -0.019 -0.004 0.221 -0.43
N -0.41209 -0.20564 1.96095 -0.420 -0.072 -0.136 -0.03
C 2.89875 2.35345 -0.20855 0.084 -0.030 0.054 -0.07
C 4.65645 3.76570 -1.04111 -0.031 0.010 0.010 -0.08
H -0.90963 -1.86320 4.74233 0.023 0.035 -0.013 0.12
N -1.64615 0.21173 2.36014 0.029 0.077 -0.099 0.03
H 5.60323 3.88532 -1.55099 -0.006 0.002 0.010 0.11
C 0.28109 4.30541 1.77091 0.059 0.016 0.089 0.04
H 4.50845 -0.65553 1.81375 -0.001 -0.003 0.008 0.11
N 0.10078 2.27619 0.85392 -0.144 0.094 0.127 -0.02
C 2.96351 -5.47010 0.76085 -0.011 0.029 -0.038 -0.07
H -5.33111 0.64865 1.40950 0.005 0.004 -0.002 0.08
C 3.08816 -3.09451 3.68315 -0.065 0.005 -0.026 -0.08
H 2.24297 5.59912 0.45723 -0.010 -0.024 -0.015 0.11
C -3.29427 -0.15955 4.19451 0.021 -0.007 0.013 0.00
Sn 0.06383 0.21948 -0.33370 0.338 0.402 0.163 1.45
O 0.96466 -3.52194 -3.13305 -0.029 0.051 -0.149 0.14
H -3.36028 -0.78727 5.08000 -0.007 -0.003 0.002 0.09
O 0.36658 -3.22367 -0.98876 -0.001 -0.251 -0.090 -0.38
C 2.19926 3.45904 0.27009 -0.137 -0.022 0.071 -0.16
C -3.99471 1.48299 -1.49165 -0.048 0.049 -0.042 0.05
H -2.93245 4.39876 2.53179 0.014 0.003 -0.016 0.08
H -2.64590 -3.16534 -1.58136 0.010 0.021 0.000 0.10
C -2.00783 1.53965 -3.14430 -0.049 -0.058 0.114 -0.19
```
Forces are in eV/Å.

The following is a quantum chemistry calculation of 2 unconnected molecules or ions with the total composition CH7NS at a distorted geometry, from the Open Molecules 2025 dataset.

Output
total charge = 0
gap between HOMO and LUMO = 8.45 eV
E_HOMO = -7.92 eV
multiplicity = 1

XYZ file:
```
10
Properties=species:S:1:pos:R:3:forces:R:3:lowdin_charge:R:1
N 0.36946 0.17403 1.21441 0.516 -0.207 -0.684 -0.08
H -0.26598 0.58751 1.88848 -0.180 -0.566 0.194 0.11
H 1.33634 -1.18465 2.51578 0.461 -0.218 -0.239 0.08
C 0.92141 -1.18787 1.50778 -1.577 0.865 0.681 -0.09
H 1.17594 0.79391 1.21801 -0.259 0.274 -0.501 0.11
H -0.20358 0.18355 -0.04836 1.972 0.260 1.343 -0.24
H 1.61144 -1.42525 0.70789 0.112 -0.192 0.137 0.09
H -0.74193 0.79412 -2.70737 0.834 -0.225 0.307 -0.28
S -0.72488 0.49095 -1.39921 -2.128 0.310 -0.990 0.22
H 0.05978 -1.85275 1.52472 0.249 -0.300 -0.246 0.08
```
Forces are in eV/Å.

The following is a quantum chemistry calculation of C4H9NO6 in the gas phase at a distorted geometry, from the Open Molecules 2025 dataset.

Output
total charge = 0
gap between HOMO and LUMO = 9.81 eV
E_HOMO = -10.33 eV
multiplicity = 1

XYZ file:
```
20
Properties=species:S:1:pos:R:3:forces:R:3:lowdin_charge:R:1
H 0.25310 0.88463 1.18625 -0.287 -0.485 -0.130 0.15
C -1.38851 0.09206 -0.04966 -0.125 0.345 -0.492 -0.59
H -3.43403 0.19091 0.61454 0.197 0.059 -0.007 0.09
C -1.63839 -1.11805 -0.95094 -0.202 0.098 -0.077 -0.03
O 0.85651 0.20401 -0.65275 2.235 -0.059 0.540 -0.06
H -0.80607 1.31482 -1.48654 -0.542 0.087 0.425 0.10
N 4.49751 0.34475 0.00862 0.539 0.079 -0.366 -0.27
O 3.05281 1.05428 -0.31074 2.321 0.500 0.104 0.01
O -1.52848 1.31621 -0.82692 0.528 -0.702 0.107 -0.02
O 4.40888 -0.79989 0.37552 0.402 2.697 -0.790 0.16
H -2.29770 1.08696 1.64446 0.005 -0.077 -0.101 0.09
O 2.24883 -0.03996 -0.15031 -2.734 -1.855 0.134 -0.12
H -2.37862 -0.68456 1.72846 0.082 0.108 -0.159 0.09
O 5.41867 1.11138 -0.18757 -2.592 -1.813 0.576 0.15
C -2.43089 0.17759 1.05231 0.035 -0.047 0.242 -0.03
C 0.03826 0.03027 0.51490 0.215 0.710 0.169 -0.13
H 0.26962 -0.93149 1.00832 -0.191 0.395 -0.272 0.14
H -1.51932 -2.05074 -0.39064 0.076 0.080 -0.104 0.09
H -2.66819 -1.07534 -1.31968 0.176 0.000 -0.014 0.09
H -0.95400 -1.10784 -1.80762 -0.140 -0.121 0.213 0.09
```
Forces are in eV/Å.